{
  "formula": "C3H3Br2F",
  "method": "wB97M-V/def2-TZVPD",
  "multiplicity": 1,
  "lumo_ev": -1.49,
  "e_homo_ev": -9.371,
  "total_energy_ev": -145957.4230,
  "e_above_lowest_kcal_mol": 77.52,
  "species": ["C", "C", "C", "F", "Br", "Br", "H", "H", "H"],
  "xyz": [[0.9054, 0.7860, -0.1952], [1.0504, -0.4582, -0.6135], [-1.5356, -0.0164, 0.6727], [-1.9176, -1.2682, 0.1473], [2.4393, -1.0236, -1.7439], [-2.8467, 0.4564, 1.9114], [1.5221, 1.6435, -0.4432], [0.0819, 0.9870, 0.4165], [0.3008, -1.1065, -0.1522]]
}